Entry 1:
{
  "formula": "C20H23F3N2O2",
  "method": "the ωB97M-V functional and the def2-TZVPD basis",
  "gap_ha": 0.3108,
  "total_charge": 0,
  "e_homo_ev": -7.868,
  "relative_energy_kj_mol": 0.0,
  "smiles": "CCOc1cc(CN2CCN(c3cccc(C(F)(F)F)c3)CC2)ccc1O",
  "symbols": ["C", "C", "O", "C", "C", "C", "C", "C", "C", "O", "H", "H", "H", "C", "N", "C", "C", "N", "C", "C", "C", "C", "C", "C", "H", "H", "H", "C", "F", "F", "F", "H", "C", "H", "C", "H", "H", "H", "H", "H", "H", "H", "H", "H", "H", "H", "H", "H", "H", "H"],
  "positions_angstrom": [[3.18, 2.23, -0.59], [4.21, 1.82, 0.46], [3.64, 1.68, 1.75], [2.82, 0.60, 2.01], [2.66, -0.52, 1.22], [1.80, -1.54, 1.60], [1.12, -1.44, 2.81], [1.28, -0.33, 3.62], [2.13, 0.70, 3.23], [2.29, 1.79, 4.03], [2.91, 2.38, 3.59], [0.76, -0.24, 4.56], [0.46, -2.23, 3.12], [1.57, -2.72, 0.68], [0.51, -2.51, -0.30], [0.79, -1.45, -1.26], [-0.28, -1.49, -2.34], [-1.60, -1.28, -1.78], [-2.11, -0.01, -1.61], [-3.42, 0.16, -1.16], [-3.97, 1.43, -1.05], [-3.26, 2.57, -1.39], [-1.96, 2.40, -1.85], [-1.40, 1.15, -1.96], [-0.38, 1.08, -2.31], [-1.38, 3.27, -2.12], [-3.70, 3.54, -1.29], [-5.40, 1.54, -0.58], [-6.28, 1.23, -1.56], [-5.73, 2.76, -0.15], [-5.68, 0.69, 0.43], [-4.04, -0.69, -0.92], [-1.87, -2.32, -0.81], [-2.85, -2.20, -0.36], [-0.80, -2.31, 0.29], [-0.99, -3.13, 0.99], [-0.87, -1.35, 0.84], [-1.84, -3.28, -1.33], [-0.08, -0.76, -3.13], [-0.28, -2.48, -2.80], [1.77, -1.64, -1.70], [0.80, -0.46, -0.78], [1.29, -3.60, 1.26], [2.48, -2.94, 0.12], [3.20, -0.61, 0.29], [4.73, 0.90, 0.17], [4.96, 2.61, 0.59], [2.42, 1.47, -0.70], [2.70, 3.16, -0.30], [3.68, 2.37, -1.55]]
}


Entry 2:
{
  "formula": "C20H23F3NO7PtS2",
  "method": "the ωB97M-V functional and the def2-TZVPD basis",
  "gap_ha": [0.2679, 0.1619],
  "total_charge": 1,
  "e_homo_ev": [-11.013, -11.777],
  "multiplicity": 5,
  "s_squared": 6.04,
  "symbols": ["Pt", "N", "C", "C", "C", "C", "C", "C", "S", "O", "O", "O", "H", "H", "H", "H", "H", "H", "F", "C", "F", "F", "C", "O", "O", "C", "C", "C", "C", "C", "C", "C", "C", "C", "C", "O", "O", "H", "H", "H", "H", "H", "H", "H", "H", "H", "H", "H", "C", "S", "C", "H", "H", "H", "H", "H", "H"],
  "positions_angstrom": [[-0.29, -0.85, -0.88], [-2.25, 0.10, -0.25], [-3.03, 0.74, -1.26], [-2.39, 1.56, -2.18], [-3.14, 2.18, -3.16], [-4.50, 1.91, -3.24], [-5.16, 1.13, -2.29], [-4.41, 0.52, -1.31], [-5.41, 2.53, -4.62], [-6.63, 1.81, -4.79], [-4.55, 2.75, -5.73], [-5.54, 3.75, -3.69], [-2.80, -0.62, 0.22], [-1.92, 0.76, 0.47], [-1.32, 1.71, -2.13], [-2.68, 2.83, -3.90], [-6.23, 0.98, -2.36], [-4.88, -0.12, -0.58], [-3.16, -2.00, -4.34], [-2.11, -2.76, -4.00], [-2.54, -3.97, -3.68], [-1.29, -2.85, -5.05], [-1.38, -2.08, -2.82], [-1.53, -2.52, -1.65], [-0.69, -1.07, -3.04], [4.61, 1.22, 5.67], [3.55, 1.03, 4.66], [2.27, 0.54, 5.04], [1.28, 0.36, 4.12], [-0.08, -0.13, 4.51], [1.58, 0.67, 2.75], [2.86, 1.16, 2.34], [3.12, 1.48, 0.90], [3.81, 1.33, 3.30], [0.51, 0.48, 1.71], [-0.50, 1.17, 1.77], [0.83, -0.36, 0.82], [4.24, 1.09, 6.68], [5.06, 2.20, 5.57], [5.41, 0.49, 5.50], [2.09, 0.31, 6.08], [-0.07, -0.50, 5.53], [-0.41, -0.93, 3.85], [-0.81, 0.68, 4.43], [2.31, 2.08, 0.48], [3.18, 0.56, 0.31], [4.05, 2.03, 0.80], [4.78, 1.72, 3.03], [3.19, -2.51, -2.87], [2.16, -1.94, -1.50], [2.61, -3.04, -0.15], [4.24, -2.35, -2.63], [2.92, -1.92, -3.74], [3.00, -3.56, -3.06], [2.61, -4.07, -0.50], [1.87, -2.92, 0.63], [3.59, -2.79, 0.24]]
}


Computed values of electronic energy (unit: eV) for the preceding records, in sequence: -36341.33932, -69995.00559.